Entry P
Below is C20H40O40S10 as an isolated structure, with properties calculated with wB97M-V/def2-TZVPD.

Each line ends with the Löwdin charge.
CARTESIAN COORDINATES (ANGSTROEM)
C1 20.337 12.855 4.488  -0.160
C2 20.977 14.082 3.812  -0.125
O1 21.051 13.758 2.410  -0.182
S1 19.982 12.687 1.965  0.606
O2 20.555 11.514 1.406  -0.216
O3 18.877 13.254 1.281  -0.218
O4 19.484 12.362 3.472  -0.194
H1 19.708 13.193 5.305  0.134
H2 21.123 12.167 4.796  0.133
H3 21.955 14.339 4.199  0.137
H4 20.250 14.895 3.796  0.135
C3 23.867 12.422 -4.224  -0.151
C4 24.681 11.868 -3.072  -0.159
O5 25.210 12.992 -2.357  -0.192
S2 24.188 14.235 -2.495  0.607
O6 24.907 15.428 -2.678  -0.195
O7 23.249 14.063 -1.438  -0.234
O8 23.514 13.760 -3.876  -0.180
H5 22.972 11.867 -4.479  0.121
H6 24.483 12.393 -5.126  0.134
H7 25.532 11.300 -3.430  0.128
H8 24.159 11.271 -2.324  0.130
C5 25.971 5.814 -5.675  -0.210
C6 24.515 5.526 -5.915  -0.136
O9 23.844 6.629 -5.252  -0.207
S3 24.854 7.624 -4.498  0.615
O10 24.448 7.900 -3.176  -0.217
O11 25.242 8.738 -5.293  -0.229
O12 26.133 6.608 -4.518  -0.172
H9 26.408 6.412 -6.488  0.132
H10 26.609 4.931 -5.716  0.137
H11 24.156 4.635 -5.401  0.140
H12 24.296 5.489 -6.977  0.120
C7 13.706 6.881 -4.772  -0.131
C8 13.394 8.134 -3.960  -0.163
O13 14.269 9.124 -4.497  -0.196
S4 15.698 8.442 -4.835  0.584
O14 16.562 8.471 -3.710  -0.226
O15 16.226 8.975 -6.030  -0.204
O16 15.125 6.964 -4.965  -0.191
H13 13.261 6.837 -5.762  0.137
H14 13.476 6.044 -4.117  0.137
H15 13.526 7.946 -2.892  0.134
H16 12.389 8.512 -4.137  0.138
C9 19.319 14.589 -3.099  -0.174
C10 19.712 14.410 -1.658  -0.160
O17 19.789 15.770 -1.181  -0.183
S5 20.421 16.714 -2.319  0.619
O18 21.841 16.703 -2.242  -0.222
O19 19.804 17.981 -2.455  -0.220
O20 19.909 15.808 -3.557  -0.176
H17 18.240 14.715 -3.210  0.126
H18 19.586 13.750 -3.739  0.113
H19 20.652 13.913 -1.421  0.121
H20 18.927 13.883 -1.122  0.094
C11 13.812 12.171 -1.565  -0.147
C12 14.310 13.595 -1.683  -0.177
O21 15.487 13.529 -2.470  -0.173
S6 16.073 12.009 -2.526  0.640
O22 17.401 12.017 -2.045  -0.200
O23 15.701 11.368 -3.730  -0.207
O24 15.060 11.467 -1.371  -0.204
H21 13.408 11.804 -2.509  0.128
H22 13.245 11.975 -0.662  0.139
H23 14.539 14.080 -0.734  0.138
H24 13.542 14.204 -2.166  0.137
C13 19.022 11.071 -7.449  -0.139
C14 20.262 11.201 -6.555  -0.151
O25 20.492 12.590 -6.233  -0.194
S7 19.234 13.427 -6.798  0.597
O26 19.636 14.664 -7.325  -0.183
O27 18.202 13.340 -5.824  -0.222
O28 18.999 12.400 -7.999  -0.191
H25 18.115 10.725 -6.957  0.113
H26 19.160 10.504 -8.369  0.138
H27 21.153 10.938 -7.134  0.133
H28 20.352 10.495 -5.735  0.116
C15 17.107 6.064 -1.267  -0.149
C16 17.798 5.235 -0.170  -0.160
O29 18.069 3.968 -0.746  -0.178
S8 17.528 3.876 -2.296  0.608
O30 16.160 3.485 -2.357  -0.226
O31 18.426 3.166 -3.116  -0.194
O32 17.596 5.433 -2.444  -0.211
H29 17.332 7.121 -1.278  0.109
H30 16.027 5.892 -1.254  0.126
H31 17.154 5.168 0.708  0.132
H32 18.722 5.734 0.132  0.134
C17 18.823 5.797 -6.602  -0.105
C18 19.603 6.219 -5.349  -0.127
O33 20.984 6.160 -5.752  -0.217
S9 21.223 5.741 -7.296  0.596
O34 21.411 4.334 -7.322  -0.221
O35 22.227 6.605 -7.788  -0.206
O36 19.723 6.038 -7.731  -0.207
H33 17.863 6.254 -6.798  0.128
H34 18.853 4.705 -6.643  0.127
H35 19.632 5.400 -4.633  0.131
H36 19.280 7.217 -5.070  0.116
C19 19.981 10.022 -1.259  -0.180
C20 19.007 9.365 -2.233  -0.190
O37 19.738 8.358 -2.937  -0.203
S10 21.318 8.609 -2.784  0.605
O38 21.897 8.733 -4.066  -0.214
O39 21.812 7.671 -1.848  -0.202
O40 21.188 10.038 -2.010  -0.172
H37 20.067 9.473 -0.320  0.130
H38 19.593 11.022 -1.081  0.112
H39 18.770 10.128 -2.974  0.116
H40 18.136 9.045 -1.672  0.113

HOMO-LUMO gap: 0.3616 Eh
spin multiplicity: 1

---

Entry Q
Below is C20H40O40S10 as an isolated structure, with properties calculated with wB97M-V/def2-TZVPD.

Each line ends with the Löwdin charge.
CARTESIAN COORDINATES (ANGSTROEM)
C1 1.316 1.614 -0.019  -0.177
C2 -0.161 1.665 -0.024  -0.263
O1 -0.576 0.523 -0.659  -0.160
S1 0.342 -0.651 0.031  0.740
O2 0.572 -1.769 -0.892  -0.243
O3 -0.369 -0.998 1.288  -0.255
O4 1.678 0.275 0.338  -0.176
H1 1.756 2.383 0.615  0.132
H2 1.730 1.795 -1.011  0.124
H3 -0.640 2.511 -0.518  0.100
H4 -0.547 1.707 0.994  0.130
C3 4.267 5.330 -3.025  -0.106
C4 2.851 5.181 -2.365  -0.169
O5 3.010 4.075 -1.431  -0.246
S2 4.554 4.117 -0.772  0.722
O6 4.807 2.758 -0.255  -0.247
O7 4.801 5.196 0.189  -0.241
O8 5.099 4.448 -2.218  -0.200
H5 4.534 6.386 -2.996  0.124
H6 4.316 5.246 -4.111  0.131
H7 2.104 5.070 -3.151  0.105
H8 2.531 6.049 -1.787  0.117
C5 -3.405 4.253 1.101  -0.156
C6 -4.919 4.141 0.606  -0.115
O9 -5.528 3.051 1.337  -0.210
S3 -4.400 2.017 1.876  0.760
O10 -3.801 1.209 0.820  -0.236
O11 -4.814 1.319 3.135  -0.246
O12 -3.371 3.315 2.155  -0.246
H9 -3.333 5.276 1.470  0.132
H10 -2.603 3.887 0.459  0.097
H11 -5.015 3.895 -0.451  0.123
H12 -5.421 5.065 0.896  0.128
C7 -0.433 -5.106 3.233  -0.143
C8 0.478 -4.714 4.316  -0.247
O13 1.748 -4.706 3.811  -0.163
S4 1.937 -5.765 2.615  0.697
O14 2.691 -6.975 2.880  -0.217
O15 2.111 -5.066 1.312  -0.262
O16 0.397 -6.126 2.675  -0.217
H13 -0.373 -4.373 2.429  0.128
H14 -1.457 -5.374 3.495  0.147
H15 0.295 -5.325 5.200  0.141
H16 0.272 -3.685 4.610  0.144
C9 4.069 -1.464 1.516  -0.133
C10 4.836 -0.625 0.404  -0.161
O17 5.480 -1.644 -0.311  -0.222
S5 5.895 -2.969 0.626  0.683
O18 7.313 -3.010 0.946  -0.240
O19 5.328 -4.149 -0.026  -0.248
O20 5.030 -2.437 1.802  -0.209
H17 3.289 -2.095 1.090  0.122
H18 3.720 -0.848 2.346  0.138
H19 5.595 0.043 0.812  0.129
H20 4.190 -0.183 -0.355  0.118
C11 0.713 3.301 3.729  -0.215
C12 -0.495 3.909 4.382  -0.183
O21 -0.800 3.075 5.487  -0.199
S6 -0.268 1.524 5.285  0.780
O22 -1.460 0.642 5.154  -0.253
O23 0.830 1.146 6.179  -0.244
O24 0.353 1.974 3.799  -0.213
H21 1.647 3.527 4.244  0.139
H22 0.761 3.714 2.722  0.130
H23 -1.358 3.891 3.717  0.117
H24 -0.279 4.911 4.752  0.139
C13 -1.172 -4.737 -1.453  -0.163
C14 -1.766 -3.725 -2.447  -0.169
O25 -1.673 -4.422 -3.668  -0.209
S7 -1.959 -6.008 -3.489  0.692
O26 -1.105 -6.770 -4.431  -0.257
O27 -3.396 -6.146 -3.588  -0.236
O28 -1.366 -5.992 -2.024  -0.174
H25 -1.442 -4.618 -0.403  0.131
H26 -0.109 -4.510 -1.375  0.120
H27 -1.141 -2.852 -2.636  0.110
H28 -2.780 -3.382 -2.243  0.105
C15 3.222 -2.042 -4.184  -0.145
C16 1.947 -2.871 -4.167  -0.199
O29 0.803 -2.065 -4.218  -0.202
S8 1.216 -0.462 -4.264  0.731
O30 0.472 0.444 -3.392  -0.246
O31 1.343 -0.031 -5.616  -0.226
O32 2.702 -0.870 -3.588  -0.220
H29 3.437 -1.757 -5.214  0.130
H30 3.947 -2.509 -3.518  0.150
H31 1.760 -3.496 -3.294  0.133
H32 1.907 -3.551 -5.018  0.138
C17 -2.225 3.909 -3.065  -0.131
C18 -0.957 3.302 -3.706  -0.149
O33 0.061 3.544 -2.744  -0.231
S9 -0.251 4.879 -1.730  0.781
O34 0.013 6.120 -2.479  -0.248
O35 0.289 4.777 -0.344  -0.238
O36 -1.866 4.480 -1.789  -0.256
H33 -3.004 3.238 -2.705  0.136
H34 -2.624 4.718 -3.678  0.130
H35 -0.632 3.919 -4.544  0.129
H36 -1.199 2.314 -4.096  0.131
C19 -5.249 -3.256 2.606  -0.165
C20 -5.426 -1.732 2.421  -0.186
O37 -5.549 -1.595 0.996  -0.200
S10 -4.556 -2.648 0.163  0.756
O38 -3.209 -2.157 0.061  -0.234
O39 -5.250 -3.254 -1.008  -0.248
O40 -4.671 -3.760 1.410  -0.224
H37 -6.295 -3.553 2.540  0.124
H38 -4.698 -3.688 3.441  0.135
H39 -4.679 -1.186 2.997  0.109
H40 -6.285 -1.359 2.978  0.132

HOMO-LUMO gap: 0.3641 Eh
spin multiplicity: 1

---

The calculated energies rank the structures as follows, beginning with the most stable: entry P, entry Q.

---

Entry P
Below is a 2-piece molecular cluster, C3H6INO2 overall, with properties calculated with wB97M-V/def2-TZVPD.

Each line ends with the Löwdin charge.
CARTESIAN COORDINATES (ANGSTROEM)
C1 -1.959 0.863 -0.453  -0.070
C2 -0.645 0.720 -0.505  -0.726
C3 0.437 1.358 0.181  -0.175
I1 0.041 -0.634 -2.126  0.763
H1 -2.540 0.508 -1.326  0.045
H2 -2.590 1.283 0.272  0.048
H3 1.009 0.560 0.700  0.062
H4 0.002 2.042 0.844  0.078
H5 1.093 1.779 -0.468  0.040
O1 0.272 -1.990 1.810  0.055
N1 1.040 -1.621 1.004  -0.144
O2 1.650 -2.695 0.344  -0.040
H6 2.190 -2.172 -0.278  0.063

HOMO-LUMO gap: 0.3398 Eh
spin multiplicity: 1
structure (SMILES): C=C(C)I.O=NO

---

Entry Q
Below is a 2-piece molecular cluster, C3H6INO2 overall, with properties calculated with wB97M-V/def2-TZVPD.

Each line ends with the Löwdin charge.
CARTESIAN COORDINATES (ANGSTROEM)
C1 0.014 0.601 1.306  -0.177
C2 -0.314 0.608 -0.201  -0.825
N1 0.690 0.201 -1.048  -0.029
I1 -1.096 2.740 -0.541  0.559
H1 0.327 -0.312 1.734  0.053
H2 -0.968 0.805 1.778  0.071
H3 0.693 1.313 1.734  0.060
H4 -1.377 0.168 -0.378  0.074
H5 0.583 0.322 -2.103  0.132
H6 1.630 0.688 -0.745  0.156
O1 -1.156 -2.064 -0.494  0.192
C3 -0.041 -2.333 -0.475  -0.491
O2 1.014 -2.739 -0.566  0.224

HOMO-LUMO gap: 0.3483 Eh
spin multiplicity: 1
structure (SMILES): C[C@H](N)I.O=C=O

---

The calculated energies rank the structures as follows, beginning with the most stable: entry Q, entry P.

---

Entry P
Below is a 2-piece molecular cluster, C5H15NO overall, with properties calculated with wB97M-V/def2-TZVPD.

Each line ends with the Löwdin charge.
CARTESIAN COORDINATES (ANGSTROEM)
C1 1.032 2.340 -0.303  -0.199
N1 -0.109 1.392 -0.233  -0.188
C2 0.917 -2.289 0.439  -0.330
C3 0.909 -0.792 0.270  -0.320
C4 0.026 -0.035 -0.749  -0.418
C5 -1.394 -0.701 -0.836  -0.221
H1 1.783 1.875 0.468  0.083
H2 0.823 3.444 -0.109  0.080
H3 1.623 2.187 -1.232  0.047
H4 -0.960 1.878 -0.682  0.124
H5 -0.072 -2.574 0.855  0.030
H6 1.846 -2.515 0.966  0.028
H7 0.958 -3.027 -0.478  0.066
H8 0.670 -0.308 1.209  0.090
H9 1.999 -0.586 -0.071  0.103
H10 0.363 0.265 -1.807  0.117
H11 -1.839 -0.578 -1.937  0.056
H12 -1.206 -1.784 -1.005  0.035
H13 -2.094 -0.383 -0.159  -0.001
H14 -2.172 0.253 2.209  -0.029
H15 -1.255 0.900 1.293  -0.143
O1 -1.849 1.038 1.893  -0.011

⟨S²⟩: 0.75
HOMO-LUMO gap (spin up / spin down): 0.0945 / 0.3382 Eh
spin multiplicity: 2
total charge: -1

---

Entry Q
Below is a 2-piece molecular cluster, C5H15NO overall, with properties calculated with wB97M-V/def2-TZVPD.

Each line ends with the Löwdin charge.
CARTESIAN COORDINATES (ANGSTROEM)
C1 -1.837 0.513 -2.182  -0.125
C2 -2.576 -0.105 -0.978  -0.267
C3 -1.836 0.050 0.336  -0.254
C4 -0.498 -0.696 0.427  -0.211
C5 0.569 0.419 0.682  -0.392
N1 1.969 -0.069 0.564  -0.053
H1 -1.261 -0.215 -2.713  0.050
H2 -2.567 0.810 -2.922  0.057
H3 -1.226 1.305 -1.875  0.042
H4 -2.944 -1.097 -1.254  0.105
H5 -3.458 0.422 -0.862  0.061
H6 -1.796 1.130 0.467  0.104
H7 -2.314 -0.330 1.191  0.080
H8 -0.564 -1.544 1.106  0.097
H9 -0.177 -0.981 -0.595  0.092
H10 0.448 1.380 0.116  0.095
H11 0.320 0.823 1.679  0.083
H12 2.297 0.141 -0.304  -0.069
H13 2.264 -0.794 1.268  0.048
H14 5.561 -0.010 2.479  -0.070
H15 4.805 -0.657 1.232  -0.110
O1 4.820 -0.494 2.140  -0.362

⟨S²⟩: 0.75
HOMO-LUMO gap (spin up / spin down): 0.0719 / 0.2995 Eh
spin multiplicity: 2
total charge: -1

---

The calculated energies rank the structures as follows, beginning with the most stable: entry Q, entry P.